No. 1
23
Properties=species:S:1:pos:R:3:lowdin_spin:R:1 method="wB97M-V/def2-TZVPD" homo_energy_ev="1.2 / -7.2" multiplicity=2 charge=-1 lumo_energy_ev="3.89 / 3.69" de_lowest_kcal_mol=16.5
C -0.67 -1.97 -0.12 0.06
C 0.43 -0.93 -0.29 0.08
C -0.14 0.48 -0.48 0.16
C -1.05 0.94 0.71 0.05
C -0.37 0.76 2.07 0.01
C 0.86 1.65 2.19 0.06
H -1.06 -2.24 -1.14 0.03
H -0.46 -2.86 0.47 0.01
H -1.58 -1.63 0.40 0.00
H 1.15 -1.05 0.52 0.01
H 0.99 -1.11 -1.23 0.03
H 0.72 1.09 -0.84 0.08
H -0.73 0.51 -1.39 0.06
H -1.99 0.43 0.53 0.01
H -1.32 2.01 0.56 0.03
H -1.08 1.12 2.82 0.01
H -0.14 -0.30 2.23 0.00
H 0.66 2.59 2.72 0.01
H 1.19 1.97 1.20 0.02
H 1.71 1.15 2.68 0.01
H 0.53 0.16 -3.28 0.08
H 0.88 -1.23 -2.72 0.03
O 0.74 -0.75 -3.56 0.14

No. 2
175
Properties=species:S:1:pos:R:3:lowdin_charge:R:1 method="wB97M-V/def2-TZVPD" homo_energy_ev=-9.6 charge=+1 lumo_energy_ev=-2.18
C -2.75 2.65 7.15 -0.11
C -4.19 2.26 6.54 -0.22
C -4.13 0.72 6.08 -0.15
C -3.75 0.55 4.52 -0.19
O -2.92 1.67 4.13 -0.20
C -2.14 1.46 2.96 -0.43
P -0.81 0.06 3.15 1.05
C -0.61 -0.42 4.99 -0.21
O -1.33 -1.40 2.42 -0.33
N -3.00 1.08 1.75 0.02
F -4.19 1.77 1.73 0.06
C -2.24 1.12 0.45 -0.12
C -3.29 1.15 -0.79 -0.10
C -4.37 -0.03 -0.73 -0.13
C -3.86 -1.45 -1.23 -0.20
O -2.99 -1.42 -2.39 -0.07
C -2.52 -2.76 -2.61 -0.39
C -1.29 -3.23 -1.73 0.02
O -3.01 -3.51 -3.48 0.05
C -1.04 2.17 0.36 -0.35
C -1.19 3.10 -0.97 -0.01
C 0.40 1.39 0.25 -0.12
C 1.10 1.43 -1.18 -0.15
C 2.49 0.61 -1.20 -0.71
F 2.91 0.63 -2.59 -0.09
Br 2.31 -1.30 -0.72 0.78
C 3.67 1.32 -0.38 -0.73
F 3.53 1.25 1.02 -0.03
F 3.79 2.67 -0.87 -0.02
Br 5.44 0.47 -0.79 0.77
O -0.86 3.12 1.41 -0.17
C -1.43 2.92 2.69 -0.45
C -0.39 3.09 3.92 -0.22
C 1.16 3.00 3.54 -0.70
C 1.95 3.10 4.97 -0.19
I 1.91 4.77 2.44 0.85
P -2.75 4.34 2.88 1.04
C -3.53 4.76 1.20 -0.29
C -1.96 6.00 3.35 -0.38
C -2.36 6.25 4.92 -0.18
H -2.22 1.69 7.47 0.06
H -2.13 3.07 6.28 0.05
H -2.81 3.37 8.03 0.08
H -4.99 2.44 7.35 0.11
H -4.49 2.96 5.67 0.11
H -5.20 0.31 6.22 0.12
H -3.43 0.07 6.70 0.10
H -4.75 0.66 3.95 0.14
H -3.36 -0.49 4.26 0.11
H -1.35 -1.29 5.15 0.06
H -0.92 0.40 5.71 0.04
H 0.44 -0.87 5.22 0.04
H -1.72 -2.04 3.06 0.06
H -3.32 0.09 1.86 0.18
H -1.76 0.07 0.35 0.16
H -3.83 2.15 -0.81 0.11
H -2.75 1.01 -1.80 0.14
H -4.83 -0.19 0.31 0.12
H -5.25 0.29 -1.40 0.14
H -4.79 -2.05 -1.55 0.14
H -3.42 -2.03 -0.34 0.12
H -1.54 -3.02 -0.63 0.08
H -1.03 -4.34 -1.87 0.10
H -0.41 -2.55 -2.00 0.08
H -0.27 3.79 -1.01 0.12
H -1.23 2.52 -1.94 0.09
H -2.10 3.78 -0.94 0.08
H 1.14 1.89 0.97 0.09
H 0.34 0.30 0.57 0.06
H 0.43 0.89 -1.95 0.14
H 1.40 2.48 -1.55 0.14
H -0.50 4.09 4.49 0.10
H -0.55 2.32 4.77 0.09
H 1.50 2.01 3.09 0.06
H 1.52 2.40 5.75 0.08
H 1.87 4.21 5.26 0.06
H 3.06 2.94 4.75 0.08
H -3.74 3.88 0.52 0.01
H -2.74 5.40 0.65 0.06
H -4.42 5.48 1.33 0.04
H -0.82 5.98 3.33 0.02
H -2.40 6.89 2.78 0.09
H -3.24 5.53 5.15 0.04
H -2.77 7.29 5.11 0.07
H -1.52 5.95 5.64 0.06
C 5.61 -2.00 -4.37 -0.21
C 4.59 -2.92 -3.71 -0.22
C 5.28 -4.26 -3.44 -0.22
S 7.02 -3.88 -3.24 0.66
O 7.76 -4.49 -4.32 -0.32
O 7.39 -4.08 -1.85 -0.34
C 6.88 -2.13 -3.55 -0.24
H 5.26 -0.96 -4.40 0.12
H 5.79 -2.32 -5.40 0.12
H 4.26 -2.48 -2.77 0.07
H 3.70 -3.06 -4.34 0.12
H 4.90 -4.73 -2.54 0.10
H 5.18 -4.94 -4.29 0.10
H 7.77 -1.78 -4.07 0.05
H 6.78 -1.63 -2.59 0.07
C -2.42 -2.80 -7.48 -0.21
C -1.03 -2.82 -8.14 -0.22
C -0.31 -1.54 -7.73 -0.22
S -0.99 -1.07 -6.14 0.66
O -1.70 0.18 -6.29 -0.32
O 0.01 -1.27 -5.11 -0.34
C -2.18 -2.39 -6.04 -0.25
H -2.91 -3.77 -7.55 0.12
H -3.05 -2.06 -7.98 0.12
H -0.47 -3.69 -7.78 0.12
H -1.10 -2.91 -9.23 0.12
H 0.76 -1.69 -7.63 0.10
H -0.51 -0.73 -8.43 0.11
H -3.08 -2.04 -5.54 0.10
H -1.73 -3.21 -5.47 0.10
C 13.04 -1.60 -3.90 -0.22
C 12.30 -2.81 -3.32 -0.21
C 11.00 -2.29 -2.70 -0.21
S 10.57 -0.81 -3.60 0.69
O 10.65 0.32 -2.71 -0.31
O 9.39 -1.07 -4.41 -0.34
C 12.00 -0.80 -4.67 -0.23
H 13.87 -1.90 -4.54 0.12
H 13.45 -1.00 -3.08 0.12
H 12.07 -3.51 -4.13 0.12
H 12.90 -3.34 -2.58 0.12
H 10.19 -3.02 -2.79 0.10
H 11.14 -2.02 -1.65 0.11
H 12.31 0.23 -4.87 0.11
H 11.73 -1.30 -5.60 0.11
C -6.34 9.74 -1.66 -0.22
C -7.35 8.81 -0.98 -0.22
C -6.64 7.48 -0.73 -0.22
S -4.90 7.86 -0.55 0.66
O -4.18 7.26 -1.65 -0.32
O -4.51 7.67 0.83 -0.35
C -5.05 9.61 -0.86 -0.23
H -6.70 10.77 -1.69 0.12
H -6.17 9.41 -2.70 0.12
H -7.66 9.25 -0.03 0.12
H -8.24 8.67 -1.59 0.12
H -7.00 7.00 0.19 0.10
H -6.75 6.80 -1.57 0.11
H -4.17 9.97 -1.40 0.11
H -5.14 10.12 0.10 0.11
C 4.32 -4.23 4.83 -0.22
C 3.59 -5.44 5.42 -0.21
C 2.30 -4.93 6.07 -0.22
S 1.85 -3.45 5.17 0.67
O 1.95 -2.32 6.06 -0.33
O 0.66 -3.71 4.39 -0.34
C 3.26 -3.44 4.08 -0.23
H 5.14 -4.53 4.18 0.12
H 4.74 -3.62 5.64 0.12
H 3.35 -6.15 4.62 0.12
H 4.21 -5.97 6.15 0.12
H 1.50 -5.66 5.99 0.11
H 2.46 -4.66 7.11 0.11
H 3.56 -2.41 3.88 0.11
H 2.98 -3.94 3.16 0.11
C -6.11 -7.26 -1.55 -0.22
C -4.73 -7.29 -2.21 -0.21
C -4.01 -6.00 -1.81 -0.23
S -4.68 -5.52 -0.22 0.66
O -5.39 -4.27 -0.38 -0.33
O -3.67 -5.71 0.80 -0.33
C -5.87 -6.84 -0.10 -0.23
H -6.61 -8.23 -1.60 0.12
H -6.75 -6.52 -2.05 0.12
H -4.17 -8.16 -1.84 0.12
H -4.80 -7.38 -3.29 0.12
H -2.93 -6.16 -1.71 0.10
H -4.20 -5.20 -2.52 0.08
H -6.77 -6.48 0.40 0.11
H -5.42 -7.65 0.47 0.11

No. 3
129
Properties=species:S:1:pos:R:3:lowdin_charge:R:1 method="wB97M-V/def2-TZVPD" homo_energy_ev=-11.3 charge=+1 lumo_energy_ev=-3.66
C 4.67 -3.89 0.35 0.01
C 4.19 -4.87 1.11 -0.07
C 3.21 -4.63 2.21 -0.51
O 3.50 -4.44 3.34 0.17
O 1.91 -4.61 1.80 -0.09
C 1.41 -5.89 1.33 -0.16
C -0.12 -5.80 1.37 -0.18
C -0.80 -6.22 0.05 -0.18
C -2.13 -5.47 -0.17 -0.19
C -2.30 -4.83 -1.56 -0.14
C -2.78 -3.36 -1.66 -0.08
N -3.16 -2.75 -0.38 -0.06
N -4.03 -3.23 0.43 0.15
N -4.11 -2.47 1.49 0.19
C -3.23 -1.48 1.33 -0.36
O -2.98 -0.53 2.16 0.23
B -2.84 -0.91 3.55 -0.76
O -3.49 -0.17 4.43 0.25
O -2.00 -1.96 3.78 0.21
N -2.62 -1.62 0.14 0.04
C -1.67 -0.73 -0.43 -0.69
Br -2.40 0.97 -0.76 0.91
C -0.39 -1.02 -0.68 -0.70
C 0.60 -0.13 -1.32 -0.12
Br 0.29 -2.69 -0.15 1.00
H 5.26 -4.16 -0.52 0.07
H 4.56 -2.84 0.57 0.08
H 4.50 -5.89 0.94 0.12
H 1.76 -6.05 0.31 0.12
H 1.77 -6.67 2.00 0.14
H -0.50 -6.38 2.20 0.12
H -0.35 -4.76 1.60 0.06
H -1.03 -7.28 0.15 0.12
H -0.10 -6.11 -0.77 0.07
H -2.94 -6.18 -0.04 0.11
H -2.22 -4.75 0.64 0.07
H -3.01 -5.43 -2.12 0.12
H -1.36 -4.90 -2.11 0.08
H -3.65 -3.27 -2.31 0.14
H -2.02 -2.72 -2.08 0.11
H -3.17 -0.33 5.34 0.08
H -2.35 -2.57 4.44 0.13
H 1.34 0.19 -0.58 0.10
H 0.14 0.72 -1.81 0.03
H 1.14 -0.70 -2.08 0.09
C 2.35 -5.07 -3.94 0.02
C 3.00 -4.73 -5.05 0.04
C 2.47 -5.11 -6.39 -0.37
O 3.05 -4.81 -7.40 0.13
C 1.19 -5.87 -6.43 0.03
C 0.55 -6.20 -5.31 0.02
C 1.08 -5.82 -3.98 -0.37
O 0.49 -6.12 -2.96 0.06
H 2.72 -4.80 -2.95 0.11
H 3.93 -4.17 -5.04 0.11
H 0.83 -6.14 -7.41 0.13
H -0.38 -6.76 -5.32 0.12
C 1.81 4.92 -3.91 0.04
C 1.59 3.62 -4.12 0.02
C 0.26 3.02 -3.86 -0.38
O 0.07 1.82 -4.02 0.07
C -0.82 3.91 -3.38 0.02
C -0.61 5.21 -3.17 0.04
C 0.72 5.81 -3.42 -0.37
O 0.92 6.99 -3.23 0.12
H 2.77 5.38 -4.09 0.13
H 2.36 2.96 -4.48 0.10
H -1.78 3.44 -3.21 0.11
H -1.39 5.87 -2.82 0.09
C -0.29 -1.22 6.74 0.02
C 0.85 -1.65 7.27 0.04
C 0.90 -2.23 8.64 -0.37
O 1.94 -2.61 9.12 0.14
C -0.37 -2.31 9.40 0.04
C -1.52 -1.88 8.87 0.03
C -1.56 -1.31 7.50 -0.35
O -2.62 -0.93 7.03 0.08
H -0.35 -0.80 5.75 0.12
H 1.80 -1.60 6.74 0.13
H -0.32 -2.73 10.39 0.13
H -2.46 -1.93 9.39 0.13
C 10.13 -1.59 1.81 0.03
C 9.40 -1.44 0.71 0.02
C 8.17 -2.25 0.49 -0.38
O 7.50 -2.11 -0.51 0.08
C 7.79 -3.22 1.54 0.02
C 8.51 -3.37 2.64 0.03
C 9.74 -2.57 2.87 -0.38
O 10.41 -2.70 3.87 0.12
H 11.03 -1.02 2.00 0.12
H 9.66 -0.74 -0.07 0.12
H 6.89 -3.80 1.35 0.08
H 8.25 -4.08 3.42 0.13
C -3.67 9.51 -0.18 0.03
C -3.10 8.70 -1.06 0.03
C -3.79 7.48 -1.55 -0.37
O -3.25 6.74 -2.36 0.08
C -5.14 7.20 -1.03 0.03
C -5.73 8.00 -0.15 0.04
C -5.04 9.22 0.34 -0.36
O -5.56 9.96 1.14 0.10
H -3.19 10.40 0.19 0.12
H -2.11 8.88 -1.47 0.13
H -5.63 6.31 -1.41 0.12
H -6.72 7.82 0.25 0.09
C -8.82 10.35 3.68 0.03
C -8.23 9.54 2.80 0.03
C -8.92 8.33 2.30 -0.36
O -8.39 7.59 1.49 0.08
C -10.28 8.04 2.82 0.02
C -10.86 8.84 3.70 0.03
C -10.18 10.06 4.20 -0.38
O -10.71 10.79 5.01 0.11
H -8.34 11.24 4.06 0.12
H -7.24 9.73 2.40 0.09
H -10.76 7.14 2.43 0.12
H -11.85 8.65 4.09 0.12
C 5.30 -0.42 -4.55 0.02
C 5.26 0.90 -4.35 0.02
C 4.97 1.83 -5.47 -0.39
O 4.91 3.03 -5.30 0.10
C 4.75 1.25 -6.82 0.03
C 4.80 -0.06 -7.02 0.03
C 5.07 -1.00 -5.90 -0.38
O 5.09 -2.20 -6.09 0.10
H 5.50 -1.12 -3.75 0.12
H 5.42 1.35 -3.38 0.12
H 4.55 1.96 -7.62 0.13
H 4.64 -0.51 -7.99 0.13

No. 4
15
Properties=species:S:1:pos:R:3:nbo_charge:R:1 method="wB97M-V/def2-TZVPD" homo_energy_ev=-7.8 lumo_energy_ev=0.60 de_lowest_kcal_mol=104.1
C 1.22 0.67 1.05 -0.40
N 0.24 -0.24 0.49 -0.46
C 0.73 -1.13 -0.55 -0.41
C -1.13 0.45 0.20 -0.50
C -1.81 0.31 -1.04 0.33
O -2.79 0.97 -1.37 -0.61
H 1.48 1.43 0.31 0.20
H 2.11 0.11 1.36 0.21
H 0.79 1.16 1.93 0.22
H 1.63 -1.63 -0.20 0.21
H -0.03 -1.88 -0.79 0.22
H 0.95 -0.56 -1.47 0.20
H -1.20 1.39 0.74 0.22
H -0.74 -0.55 1.05 0.48
H -1.46 -0.51 -1.71 0.09

No. 5
74
Properties=species:S:1:pos:R:3:lowdin_charge:R:1 method="wB97M-V/def2-TZVPD" smiles="O=S1(=O)C[C@@H]([PH2]=S)[C@@H](B(O)O)CO1.COC[C@@H](C)N.COC[C@@H](C)N.COC[C@@H](C)N" homo_energy_ev=-8.9 lumo_energy_ev=-0.11
O -3.69 -2.59 -3.03 -0.25
S -2.36 -2.57 -3.52 0.60
O -1.51 -3.64 -3.08 -0.25
C -1.65 -1.03 -3.02 -0.24
C -0.42 -0.56 -3.82 -0.44
P 1.04 -1.09 -2.85 0.41
S 1.22 -0.05 -1.20 0.14
C -0.46 -0.97 -5.32 -0.18
B 0.59 -2.10 -5.75 -0.70
O 0.52 -3.37 -5.26 0.18
O 1.60 -1.80 -6.63 0.18
C -1.89 -1.33 -5.72 -0.16
O -2.36 -2.54 -5.10 -0.19
H -2.45 -0.29 -3.03 0.12
H -1.38 -1.22 -1.98 0.06
H -0.39 0.52 -3.76 0.12
H 0.91 -2.46 -2.61 0.01
H 2.16 -0.97 -3.69 0.00
H -0.21 -0.09 -5.90 0.14
H 1.40 -3.75 -5.16 0.13
H 1.44 -0.98 -7.08 0.10
H -1.93 -1.50 -6.79 0.14
H -2.57 -0.51 -5.49 0.14
C -5.42 -1.11 -0.25 -0.10
O -4.16 -0.48 -0.30 -0.20
C -3.59 -0.10 0.93 -0.21
C -2.90 -1.23 1.71 -0.43
C -3.87 -2.19 2.39 -0.07
N -1.97 -2.00 0.87 0.06
H -6.04 -0.70 0.55 0.09
H -5.32 -2.19 -0.12 0.08
H -5.90 -0.94 -1.21 0.09
H -2.82 0.64 0.68 0.12
H -4.33 0.42 1.56 0.12
H -2.31 -0.75 2.50 0.13
H -4.30 -2.91 1.70 0.07
H -3.35 -2.76 3.16 0.07
H -4.69 -1.65 2.87 0.08
H -1.24 -1.39 0.52 0.04
H -2.48 -2.31 0.05 0.06
C -1.69 -1.00 7.14 -0.11
O -1.61 -0.55 5.81 -0.19
C -0.71 0.52 5.57 -0.21
C 0.77 0.12 5.48 -0.44
C 1.42 -0.20 6.83 -0.07
N 1.00 -1.00 4.57 0.05
H -1.59 -0.17 7.85 0.09
H -0.94 -1.76 7.36 0.08
H -2.67 -1.45 7.27 0.09
H -1.00 0.93 4.60 0.12
H -0.86 1.31 6.32 0.12
H 1.29 0.99 5.07 0.13
H 1.16 -1.20 7.17 0.06
H 2.50 -0.17 6.74 0.07
H 1.12 0.51 7.60 0.08
H 0.70 -0.75 3.63 0.07
H 0.38 -1.76 4.84 0.07
C 2.79 3.91 -0.29 -0.11
O 3.02 3.57 -1.64 -0.20
C 4.13 4.20 -2.25 -0.22
C 5.49 3.58 -1.92 -0.44
C 6.01 3.90 -0.52 -0.07
N 5.50 2.12 -2.10 0.04
H 3.02 4.96 -0.10 0.09
H 3.36 3.27 0.39 0.08
H 1.73 3.74 -0.09 0.09
H 3.96 4.08 -3.33 0.12
H 4.12 5.27 -2.04 0.12
H 6.20 4.00 -2.64 0.13
H 5.53 3.29 0.24 0.07
H 7.07 3.70 -0.46 0.07
H 5.84 4.95 -0.27 0.08
H 5.29 1.90 -3.07 0.07
H 4.72 1.73 -1.58 0.07

No. 6
22
Properties=species:S:1:pos:R:3:nbo_charge:R:1 method="wB97M-V/def2-TZVPD" smiles="C=N[C@H]1[C@H](C)[NH2+]N[C@@H]1N" homo_energy_ev=-13.3 charge=+1 lumo_energy_ev=-2.85 de_lowest_kcal_mol=75.7
C -2.94 0.23 -0.35 0.00
N -1.77 0.15 -0.76 -0.46
C -0.67 0.02 0.20 -0.11
C 0.28 -1.18 -0.20 -0.07
C 1.26 -1.49 0.91 -0.66
N 0.89 -0.57 -1.34 -0.37
N 1.20 0.76 -1.09 -0.48
C 0.24 1.28 -0.04 0.09
N 0.88 1.68 1.13 -0.85
H -3.60 0.40 -1.17 0.21
H -3.17 0.22 0.77 0.17
H -0.94 -0.10 1.21 0.21
H -0.25 -2.15 -0.59 0.25
H 1.52 -2.55 0.78 0.24
H 0.75 -1.41 1.86 0.23
H 2.14 -0.77 0.99 0.26
H 1.68 -1.04 -1.76 0.45
H -0.04 -0.71 -1.74 0.45
H 1.28 1.45 -1.87 0.41
H -0.31 2.10 -0.47 0.22
H 0.70 2.64 1.50 0.40
H 0.88 1.06 2.02 0.39